No. 1
The following is a DFT calculation (the ωB97M-V functional and the def2-TZVPD basis) of 3 unconnected molecules or ions with the total composition C13H21N2O12P.

## Properties
DFT total energy = -1861.49323 a.u.
SMILES string = N#CO[C@]1(P(O)O)OC(=O)O[C@@H]1CON=O.CCOC(C)=O.CCOC(C)=O
Orbital gap = 9.117 eV

Structure (XYZ):
```
49
Properties=species:S:1:pos:R:3:mulliken_charge:R:1
P 3.731 0.749 -1.906 0.33
O 3.127 -3.898 -2.376 -0.23
O 2.010 -0.939 -0.260 -0.25
O 3.762 1.176 -3.600 -0.52
O 5.280 0.073 -1.611 -0.50
O 2.818 2.450 0.926 -0.54
O 0.777 2.845 1.705 -0.36
O 1.109 0.296 -1.918 -0.39
O -7.135 0.646 1.228 -0.57
O -5.270 0.299 0.075 -0.35
O -1.103 -0.743 -1.803 -0.49
O 2.623 -4.574 -0.442 -0.45
O 0.730 -1.995 -2.607 -0.36
N 4.207 -1.075 1.171 -0.51
N 3.021 -3.634 -1.052 0.38
C 2.065 2.487 1.874 0.81
C 3.246 -2.660 -3.125 -0.19
C 2.102 -1.574 -2.826 -0.10
C 3.167 -0.925 0.556 0.48
C 0.125 -0.774 -2.086 0.40
C 2.566 2.237 3.270 -1.10
C -4.296 -1.366 -1.412 -0.92
C -0.241 2.694 2.707 -0.28
C 2.316 -0.503 -1.628 0.85
C -4.088 -0.467 -0.210 -0.24
C -6.274 -0.125 0.867 0.73
C -0.303 3.910 3.608 -1.00
C -6.354 -1.588 1.205 -0.89
H -3.373 -1.892 -1.663 0.30
H -1.124 3.818 4.323 0.36
H 1.998 -0.904 -3.763 0.54
H 2.860 3.184 3.724 0.29
H -5.381 -2.043 1.387 0.31
H -0.452 4.817 3.016 0.29
H 1.843 1.721 3.900 0.36
H -0.111 1.765 3.267 0.32
H -3.302 0.258 -0.437 0.24
H -5.077 -2.107 -1.228 0.30
H -4.613 -0.779 -2.278 0.30
H -3.751 -1.019 0.671 0.27
H 4.723 1.405 -3.738 0.34
H 3.439 1.586 3.210 0.31
H 3.130 -2.949 -4.243 0.31
H 5.564 -0.560 -2.312 0.29
H 0.627 4.043 4.165 0.28
H -6.877 -2.116 0.407 0.24
H -1.187 2.599 2.168 0.28
H 4.266 -2.150 -3.038 0.06
H -6.920 -1.697 2.132 0.30
```

No. 2
The following is a DFT calculation (the ωB97M-V functional and the def2-TZVPD basis) of a single C5H5NO4 molecule.

## Properties
DFT total energy = -549.01794 a.u.
SMILES string = C=CCOC(=O)C(=O)N=O
Orbital gap (spin up / spin down) = 7.646 / 7.643 eV
Relative energy (zero: lowest compared OMol25 entry of this formula, charge and spin) = 121.7 kcal per mole

Structure (XYZ):
```
15
Properties=species:S:1:pos:R:3:mulliken_charge:R:1
O 0.570 -0.474 0.350 -0.25
O -1.554 -2.928 -1.818 -0.49
O 1.260 -2.390 -0.492 -0.38
O 0.278 0.036 -2.555 -0.65
N -1.003 -1.895 -2.077 0.50
C -0.112 0.780 -0.009 -0.32
C 0.279 1.275 2.419 -0.66
C 0.636 -1.435 -0.510 0.56
C -0.108 1.588 1.238 -0.26
C -0.109 -1.053 -2.069 0.42
H 0.188 1.892 3.327 0.28
H 0.841 0.303 2.617 0.19
H -0.413 2.599 1.062 0.32
H -1.069 0.477 -0.445 0.37
H 0.316 1.225 -1.039 0.37
```

No. 3
The following is a DFT calculation (the ωB97M-V functional and the def2-TZVPD basis) of a molecular structure, C26H44AgBN2O4P2.

## Properties
DFT total energy = -2282.24344 a.u.
Orbital gap = 4.881 eV
Relative energy (zero: lowest compared OMol25 entry of this formula, charge and spin) = 7.7 kcal per mole
Charge = -2

Structure (XYZ):
```
80
Properties=species:S:1:pos:R:3:mulliken_charge:R:1
Ag 0.077 -1.387 -0.422 0.96
P 2.824 -0.405 0.102 0.63
P -2.709 -0.483 -0.067 0.63
O 0.563 -4.860 1.657 -0.78
O 0.082 -3.620 -0.143 -0.76
O -1.685 -3.105 2.586 -0.82
O -0.076 -1.644 2.030 -0.57
N 1.208 1.565 -0.952 0.38
N -1.071 1.532 -1.026 0.46
C 3.463 0.182 1.787 2.02
C -0.654 2.839 -1.120 0.22
C -3.043 0.652 2.334 -1.78
C 4.790 0.932 1.855 -1.89
C -4.531 -1.275 1.900 -1.84
C 5.466 -0.232 -1.207 -1.76
C 2.608 1.251 -0.769 -1.62
C 4.669 -2.428 -0.292 -1.95
C -2.868 -1.222 -2.753 -1.87
C 4.240 -1.111 -0.950 1.74
C -5.113 0.966 0.937 -1.71
C 3.568 -1.462 -2.287 -1.71
C 0.716 5.245 -1.329 -0.73
C 0.767 2.861 -1.079 0.36
C 0.072 -3.859 1.120 0.63
C -5.100 -1.039 -1.670 -1.91
C -1.370 4.016 -1.266 -0.47
C -3.637 -1.416 -1.438 1.99
C -3.968 0.009 1.285 1.86
C -0.624 -2.793 2.010 0.46
C 3.497 -1.067 2.679 -1.62
C 2.313 1.063 2.302 -1.84
C -3.517 -2.895 -1.038 -1.72
C -0.668 5.223 -1.369 -0.73
C 1.450 4.061 -1.185 -0.57
C -2.475 1.214 -0.853 -1.64
B 0.081 0.624 -0.988 -0.28
H 2.279 2.037 1.809 0.29
H 1.354 0.558 2.140 0.25
H -3.594 0.836 3.263 0.55
H 3.792 -3.028 -0.036 0.40
H 2.520 -1.559 2.660 0.21
H -2.463 -3.171 -0.936 0.32
H 5.243 -2.250 0.620 0.31
H 2.533 4.090 -1.158 0.40
H 5.187 0.784 -1.494 0.20
H 5.632 0.249 1.726 0.28
H -2.912 1.958 -0.183 0.74
H 6.106 -0.176 -0.326 0.28
H -5.517 1.397 1.861 0.51
H -3.988 -3.094 -0.075 0.32
H -5.211 -1.788 1.214 0.27
H -1.216 6.150 -1.494 0.35
H 4.235 -2.093 -2.885 0.57
H -3.078 -0.252 -3.210 0.35
H 4.857 1.715 1.094 0.28
H 3.731 -0.784 3.712 0.50
H -1.791 -1.299 -2.581 0.16
H 4.898 1.409 2.837 0.49
H 3.131 1.229 -1.731 0.50
H -2.453 4.008 -1.309 0.48
H -4.789 1.795 0.303 0.25
H -2.208 -0.024 2.549 0.23
H 1.243 6.189 -1.417 0.35
H 2.633 -2.000 -2.116 0.22
H -5.926 0.448 0.429 0.29
H -2.630 1.606 1.989 0.29
H 4.246 -1.789 2.350 0.28
H -3.716 -1.958 2.165 0.29
H 2.428 1.229 3.378 0.56
H -5.474 -1.568 -2.557 0.55
H -3.166 -2.000 -3.465 0.56
H -5.212 0.034 -1.846 0.25
H 3.331 -0.573 -2.875 0.34
H -3.979 -3.540 -1.795 0.49
H 5.299 -3.009 -0.975 0.50
H 3.083 2.036 -0.172 0.36
H 6.061 -0.660 -2.024 0.55
H -3.021 1.281 -1.801 0.12
H -5.729 -1.324 -0.825 0.27
H -5.096 -1.036 2.810 0.52
```

No. 4
The following is a DFT calculation (the ωB97M-V functional and the def2-TZVPD basis) of a molecular structure, C32H24N5O6SSiV.

## Properties
Expectation value of S² = 3.79
Spin multiplicity = 4
DFT total energy = -3591.00260 a.u.
Orbital gap (spin up / spin down) = 4.944 / 6.501 eV
Relative energy (zero: lowest compared OMol25 entry of this formula, charge and spin) = 1.9 kcal per mole
Charge = -1

Structure (XYZ):
```
70
Properties=species:S:1:pos:R:3:lowdin_spin:R:1
V -0.698 -0.301 -0.117 2.02
S 1.112 -1.083 -7.474 0.01
Si -2.863 0.787 0.679 -0.02
O 1.663 2.225 2.090 0.01
O -2.068 -3.649 1.902 0.01
O 3.125 -0.459 -0.343 0.00
O 0.429 -1.287 5.842 0.01
O 0.459 1.259 0.448 0.01
O -1.733 -2.022 0.383 0.01
N -0.192 -0.713 1.857 0.00
N 0.369 0.133 -6.703 0.01
N 0.294 -1.603 -1.473 0.15
N 1.377 -2.073 -6.219 0.00
N -0.867 0.670 -2.010 0.11
C -6.496 -0.241 -2.142 0.00
C -0.922 1.809 -4.566 0.04
C 0.284 -0.209 -5.432 0.00
C -1.470 2.474 -3.464 0.08
C -5.311 1.329 -0.757 0.00
C -3.272 0.260 2.457 0.00
C 3.635 -0.595 -1.656 0.00
C -1.603 -2.584 1.536 0.01
C -5.556 -1.212 -1.823 0.00
C -1.418 1.870 -2.225 0.02
C 0.955 1.346 1.643 0.01
C -6.369 1.034 -1.607 0.00
C 0.873 -1.486 -5.151 0.00
C 0.779 -2.827 -1.181 0.04
C -0.536 -1.990 3.814 0.00
C 1.336 -3.667 -2.110 0.08
C -3.539 -0.672 5.101 0.00
C -0.328 0.584 -4.379 0.04
C 0.887 -2.030 -3.800 0.03
C -4.351 0.368 -0.424 -0.01
C -0.295 0.028 -3.076 0.10
C 1.402 -3.255 -3.458 0.09
C -2.706 0.952 3.534 0.00
C -3.973 -0.913 2.746 0.00
C 0.538 0.174 2.518 0.01
C -4.494 -0.907 -0.981 0.00
C 0.314 -1.212 -2.793 0.13
C 0.793 0.029 3.864 0.00
C -0.733 -1.762 2.471 0.01
C -4.108 -1.375 4.049 0.00
C 0.243 -1.073 4.515 0.01
C -2.836 0.498 4.839 0.00
H 1.385 0.778 4.376 0.00
H 1.715 -4.629 -1.800 0.00
H -7.320 -0.476 -2.805 0.00
H -3.760 -1.672 -0.751 0.00
H -4.403 -1.494 1.937 0.00
H -1.936 3.443 -3.565 0.00
H -4.642 -2.299 4.238 0.00
H -7.097 1.800 -1.852 0.00
H 1.842 -3.884 -4.220 0.00
H -2.142 1.860 3.344 0.00
H -3.634 -1.036 6.117 0.00
H 4.714 -0.727 -1.571 0.00
H -5.645 -2.209 -2.237 0.00
H -2.940 2.290 0.772 -0.01
H -1.830 2.361 -1.352 0.00
H -5.226 2.328 -0.343 0.00
H -0.954 2.241 -5.559 0.00
H 0.961 -0.570 6.204 0.00
H 3.219 -1.466 -2.172 0.00
H -2.386 1.054 5.653 0.00
H 0.711 -3.122 -0.141 0.00
H 3.444 0.297 -2.262 0.00
H -0.999 -2.835 4.301 0.00
H 2.180 -0.284 -0.419 0.00
```

No. 5
The following is a DFT calculation (the ωB97M-V functional and the def2-TZVPD basis) of a molecular structure, H8NiO16S3.

## Properties
Expectation value of S² = 2.00
Spin multiplicity = 3
DFT total energy = -3911.35526 a.u.
Orbital gap (spin up / spin down) = 4.910 / 4.897 eV
Relative energy (zero: lowest compared OMol25 entry of this formula, charge and spin) = 0.0 kcal per mole
Charge = -4

Structure (XYZ):
```
28
Properties=species:S:1:pos:R:3:lowdin_spin:R:1
Ni -0.069 0.397 0.177 1.81
S -1.989 -1.895 1.882 0.00
S 2.443 2.194 -1.386 0.00
S -2.016 0.750 -2.592 0.00
O -1.573 -3.336 1.881 0.00
O -0.929 1.794 1.489 0.02
O -1.981 -1.398 3.300 0.00
O 1.106 -2.999 1.396 0.00
O -0.902 0.391 -3.487 0.00
O 1.372 1.704 -0.443 0.02
O 3.738 2.118 -0.633 0.00
O -3.056 -0.316 -2.592 0.00
O -2.624 2.051 -2.989 0.01
O -1.486 0.942 -1.171 0.04
O 2.172 3.598 -1.775 0.00
O -0.948 -1.098 1.144 0.02
O 2.485 1.280 -2.549 0.00
O -3.320 -1.742 1.299 0.00
O 0.857 -0.885 -1.252 0.03
O 1.694 -0.003 1.457 0.02
H 0.993 -2.074 1.638 0.00
H 1.786 0.058 2.410 0.00
H 1.163 -0.256 -1.938 0.00
H -1.141 1.290 2.286 0.00
H 2.569 -0.129 1.079 0.00
H 0.181 -3.335 1.443 0.00
H -1.335 2.657 1.569 0.00
H 0.809 -1.757 -1.643 0.00
```